(1)
Molecular formula: C9H15N2
Method: DFT, ωB97M-V/def2-TZVPD

Cartesian coordinates (Å):
C 3.0372 0.0189 -0.6211
C 1.9029 0.1579 -0.9380
C -2.0326 -0.7843 2.0281
C -1.9240 0.7895 0.0594
C -0.5938 -1.1840 -0.1313
C -2.7172 -0.3210 0.7732
C -1.8107 -1.5340 0.7239
C 4.3854 -0.2890 -0.3437
C 0.0743 0.8219 -1.3201
N 0.0240 2.2406 -1.3779
N -0.5635 0.2600 -0.0934
H -1.3524 -0.2847 2.7031
H -2.6666 -1.1823 2.8041
H -2.3077 1.1818 -0.9060
H -1.8581 1.7070 0.6946
H 0.3036 -1.6209 0.2766
H -0.7695 -1.3530 -1.1910
H -3.7097 -0.5318 0.6486
H -2.3391 -2.4397 0.5642
H 4.4189 -1.1541 -1.1028
H 4.6100 -0.4606 0.7245
H 5.0365 0.5729 -0.8089
H -0.1679 0.1221 -2.2099
H -0.3382 2.7009 -2.1803
H 0.9287 2.5846 -1.1679
H 0.1099 0.7252 0.6238

The HOMO-LUMO gap comes out at 10.21 eV. As for the relative energy (zero: lowest compared OMol25 entry of this formula, charge and spin): 5.4998 eV. Its total charge is +1. The largest force on an atom is 6.9 eV Å⁻¹.

---

(2)
Molecular formula: C32H54N3OP2SSn
Method: DFT, ωB97M-V/def2-TZVPD

Cartesian coordinates (Å):
C 1.7922 2.0276 2.0598
C -0.4934 2.2615 1.6531
C 1.7633 3.0135 3.0480
C -0.6195 3.0993 2.7704
C 0.5235 3.4930 3.4625
H 2.7125 3.3568 3.4734
H -1.5979 3.4934 3.0321
H 0.4731 4.2055 4.2865
N 0.6559 1.5643 1.5053
P 3.0705 0.0087 0.4995
P -2.8117 0.9847 0.0217
C 3.1487 1.5458 1.5295
H 3.6053 2.3387 0.9015
H 3.8310 1.3954 2.3866
C -1.4069 2.3847 0.4654
H -1.9820 3.2910 0.6686
C -4.2670 2.0356 -0.5691
C -3.1967 -0.8416 0.4005
C 3.9735 0.3121 -1.1135
C 3.7931 -1.3105 1.6259
C -4.2150 2.0360 -2.1139
H -4.3035 1.0280 -2.5396
H -5.0469 2.6458 -2.4941
H -3.2875 2.4810 -2.4916
C -5.5937 1.4736 -0.0507
H -5.8008 0.4497 -0.3616
H -5.6148 1.5369 1.0428
H -6.4023 2.1090 -0.4343
C -4.2808 3.4833 -0.0425
H -4.9811 4.0649 -0.6569
H -4.6015 3.5353 1.0044
H -3.3419 4.0210 -0.1076
C -3.9329 -1.4346 -0.8157
H -3.2632 -1.4446 -1.6921
H -4.2155 -2.4762 -0.5861
H -4.8411 -0.8864 -1.0976
C -1.9563 -1.7222 0.6633
H -1.3602 -1.8499 -0.2593
H -1.3272 -1.3121 1.4708
H -2.2876 -2.7294 0.9732
C -3.9883 -0.7138 1.7082
H -4.9575 -0.2255 1.5725
H -4.1561 -1.7137 2.1305
H -3.4089 -0.1192 2.4322
C 3.9549 -2.6211 0.8382
H 4.3634 -3.3780 1.5240
H 2.9911 -2.9981 0.4687
H 4.6586 -2.5212 0.0018
C 2.8106 -1.5438 2.7899
H 2.5987 -0.6199 3.3467
H 1.8646 -1.9882 2.4456
H 3.2759 -2.2551 3.4912
C 5.1473 -0.8504 2.1887
H 5.5617 -1.6691 2.7933
H 5.8767 -0.6157 1.4068
H 5.0535 0.0223 2.8452
C 3.4912 1.6536 -1.7082
H 3.7980 2.5131 -1.0938
H 3.9517 1.7689 -2.7022
H 2.3986 1.6713 -1.8446
C 3.6214 -0.8207 -2.0962
H 2.5372 -0.9262 -2.2401
H 4.0692 -0.5752 -3.0690
H 4.0248 -1.7880 -1.7762
C 5.4914 0.3689 -0.8781
H 5.7719 1.1242 -0.1318
H 5.9064 -0.6040 -0.5887
H 5.9760 0.6526 -1.8229
Sn 0.5809 -0.1114 -0.1599
C 0.6645 -3.5029 0.9672
O -0.1065 -4.3281 0.7831
N -0.0356 1.5179 -1.3448
C -0.7222 2.4565 -0.8235
C -0.6573 3.8177 -1.6392
C -1.6924 4.9039 -1.3928
C 0.7004 4.4034 -1.2859
C -0.7145 3.4453 -3.1176
H -2.6939 4.6453 -1.7545
H -1.7326 5.2687 -0.3600
H -1.4327 5.7912 -1.9937
H 1.4526 3.6728 -1.5969
H 0.8858 5.3250 -1.8519
H 0.7809 4.6063 -0.2059
H -0.4393 4.3021 -3.7414
H -0.0066 2.6260 -3.2784
H -1.7198 3.1103 -3.4067
S -0.7219 -3.5497 -3.6908
C -1.1088 -1.9940 -4.3993
C -0.6481 -0.9821 -3.5897
N -0.0043 -1.4176 -2.4342
C 0.0225 -2.7523 -2.3671
H -1.6385 -1.8625 -5.3310
H -0.7484 0.0895 -3.7603
H 0.5337 -3.3074 -1.5802

The HOMO-LUMO gap comes out at 5.92 eV. As for the relative energy (zero: lowest compared OMol25 entry of this formula, charge and spin): 0.7425 eV. Its total charge is +1. The largest force on an atom is 3.2 eV Å⁻¹.

---

(3)
Molecular formula: C3H3OP
Method: DFT, ωB97M-V/def2-TZVPD

Cartesian coordinates (Å):
C 0.1263 0.9796 -0.6316
C 0.0005 -0.7735 -1.8179
C -0.0820 -0.4398 -0.3803
O 0.6921 -1.3829 -2.5529
P -0.2804 1.4864 -2.1849
H 0.4721 1.5443 0.1206
H 0.6544 -0.8890 0.4116
H -1.1255 -0.7265 -0.0459

As for the spin multiplicity: 3. As for the expectation value of S²: 2.0161. The HOMO-LUMO gap (spin up / spin down) comes out at 6.17 / 7.58 eV. As for the relative energy (zero: lowest compared OMol25 entry of this formula, charge and spin): 0.5122 eV. The largest force on an atom is 3.7 eV Å⁻¹.

---

(4)
Molecular formula: C19H26N4PSY
Method: DFT, ωB97M-V/def2-TZVPD

Cartesian coordinates (Å):
Y -2.1014 -0.1204 -0.3073
N -0.4063 -3.0109 -3.2348
C -0.7190 -1.8660 -2.5860
S -2.4814 -1.8081 -2.2744
N 0.2300 -0.9871 -2.3146
N -0.2573 0.1125 -1.6249
C 0.4920 1.1630 -1.5618
C 1.7939 1.3782 -2.1887
C 1.7991 1.5440 -3.5702
C 3.0594 1.8172 -4.1378
C 4.2232 2.0020 -3.3756
C 4.1560 1.8163 -2.0174
C 2.9452 1.5570 -1.4432
C -0.1128 2.3120 -0.8481
C 0.5282 3.5538 -0.8823
C -0.0127 4.6478 -0.2759
C -1.2171 4.5044 0.4006
C -1.7463 3.2451 0.4419
N -1.2476 2.1344 -0.1573
H -1.1594 -3.6104 -3.6104
H 0.5399 -3.0754 -3.5925
H 0.9486 1.3614 -4.1527
H 3.1328 1.8797 -5.2841
H 5.1499 2.0223 -3.9497
H 5.0673 1.9236 -1.3673
H 2.8129 1.4004 -0.3724
H 1.5242 3.5839 -1.3630
H 0.5531 5.5816 -0.2480
H -1.6694 5.3649 0.9005
H -2.6399 3.0495 1.0486
C -0.0955 -0.9701 4.7197
C -0.2575 -0.4176 3.2959
P -0.9466 -1.3701 2.0001
C -2.4574 -2.0320 2.6519
C -3.6139 -1.9971 1.5971
C 0.2183 -2.7723 1.8236
C 0.0409 -3.4783 0.5062
H 0.0499 -0.2521 5.4467
H 0.7525 -1.6829 4.7937
H -1.0327 -1.5015 5.0717
H 0.6844 0.0035 2.9322
H -1.0103 0.3566 3.3339
H -2.7487 -1.4407 3.5054
H -2.2260 -3.0494 3.0199
H -3.8845 -0.9904 1.3371
H -4.4726 -2.4624 2.1226
H -3.4124 -2.6316 0.7131
H 0.2232 -3.4711 2.7066
H 1.2350 -2.3726 1.9909
H -1.0552 -3.8519 0.3766
H 0.6936 -4.3222 0.3260
H 0.1303 -2.7708 -0.3216

The HOMO-LUMO gap comes out at 7.15 eV. As for the relative energy (zero: lowest compared OMol25 entry of this formula, charge and spin): 0.0000 eV. Its total charge is +2. The largest force on an atom is 3.5 eV Å⁻¹.

---

Question: Among the records above, which one has the lowest relative energy (zero: lowest compared OMol25 entry of this formula, charge and spin)?
Answer: C19H26N4PSY